# 1
C32H33FeO9S3 | the ωB97M-V functional and the def2-TZVPD basis

Its total charge is -1. The HOMO energy (alpha / beta) is -5.17 / -5.33 eV. Its spin multiplicity is 5. The expectation value of S² is 6.009. As for the largest force on an atom: 0.65 eV/A. Its LUMO energy (alpha / beta) is 0.05948 / 0.05750 Ha. Its total energy is -4374.8573 a.u.

Each line ends with the Löwdin spin population.
Positions of all 78 atoms, in Å:
Fe -0.11 -0.48 0.85  3.729
S -1.50 -1.45 3.71  0.007
S 1.55 0.10 2.96  0.006
S 0.23 -2.17 -0.80  0.044
O 1.71 -0.98 1.97  0.038
O -2.17 -0.20 3.99  0.002
O 0.36 0.87 2.58  0.025
O -1.04 -1.57 2.31  0.048
O -5.11 -3.50 -4.74  0.002
O 2.74 0.87 3.21  0.005
O -2.22 -2.64 4.11  0.005
O 1.18 0.85 -0.21  0.031
O -6.06 -3.89 -2.79  0.000
C 2.15 -0.71 5.47  0.001
C -0.02 -1.44 4.74  0.001
C -0.15 -2.13 5.94  0.000
C -3.54 -3.43 -1.45  0.000
C 4.16 2.76 -3.46  0.000
C -1.47 -2.40 -2.96  0.005
C 3.89 0.79 -1.48  0.001
C -4.09 -0.95 1.09  0.000
C -2.66 -2.73 -3.57  0.000
C 2.01 -1.39 6.66  0.000
C -4.99 -3.55 -3.54  0.001
C -1.76 3.40 1.98  0.000
C -2.15 2.32 1.01  -0.001
C -2.74 0.21 -0.70  0.009
C -1.72 2.34 -0.31  0.002
C -1.99 1.29 -1.17  0.005
C 2.82 1.67 -1.77  0.001
C -2.91 1.24 1.45  0.002
C 3.89 -0.30 -0.45  0.000
C 0.85 -2.11 6.90  0.001
C 5.07 0.94 -2.21  0.000
C 6.53 2.03 -3.93  0.000
C -3.73 -3.24 -2.82  0.005
C 2.97 2.66 -2.77  0.001
C 1.16 -0.73 4.50  0.001
C -3.22 0.18 0.60  0.005
C -1.28 -2.57 -1.58  0.006
C -1.48 1.27 -2.59  0.000
C 1.86 3.62 -3.14  0.000
C -2.35 -3.11 -0.84  0.005
C 5.23 1.91 -3.19  0.001
C 1.53 1.63 -1.08  0.007
H 4.67 -0.09 0.29  0.000
H 3.05 -0.14 5.25  0.000
H 6.79 1.09 -4.41  0.000
H -1.21 2.27 -2.93  0.000
H 5.90 0.27 -1.99  0.000
H 1.60 4.27 -2.30  0.000
H -3.49 -1.70 1.60  0.000
H 0.72 -2.66 7.82  0.000
H -1.06 -2.69 6.10  0.000
H -0.65 -2.00 -3.55  0.001
H -2.24 0.87 -3.27  0.000
H 0.81 2.39 -1.41  0.000
H 2.19 4.25 -3.96  0.000
H 2.80 -1.35 7.40  0.000
H -0.95 3.04 2.62  0.000
H -1.15 3.20 -0.66  0.000
H -2.80 -2.59 -4.63  0.000
H -2.21 -3.27 0.22  0.000
H -5.83 -3.84 -1.86  0.000
H -2.96 -0.60 -1.38  0.000
H 2.96 -0.43 0.08  0.000
H 7.34 2.29 -3.26  0.000
H -3.23 1.20 2.48  0.000
H -0.61 0.61 -2.68  0.000
H -4.32 -3.85 -0.81  0.000
H -4.60 -1.43 0.25  0.000
H -2.59 3.69 2.61  0.000
H -4.83 -0.58 1.80  0.000
H 4.27 3.52 -4.23  0.000
H -1.40 4.29 1.45  0.000
H 0.96 3.10 -3.46  0.000
H 4.14 -1.24 -0.94  0.000
H 6.47 2.80 -4.70  0.000


# 2
C32H33N4NdOS | the ωB97M-V functional and the def2-TZVPD basis

The HOMO energy (alpha / beta) is -6.94 / -6.90 eV. Its spin multiplicity is 4. The expectation value of S² is 3.758. As for the largest force on an atom: 0.51 eV/A. Its LUMO energy (alpha / beta) is -0.01515 / -0.01455 Ha. Its total energy is -2492.9067 a.u.

Each line ends with the Löwdin spin population.
Positions of all 72 atoms, in Å:
Nd -0.92 0.30 -0.14  3.037
S 8.54 -0.76 1.46  0.000
O 8.09 -2.82 -0.16  0.000
N -2.73 -1.35 0.21  -0.014
N -1.15 2.60 -0.50  -0.010
N -2.19 0.84 1.81  -0.023
N -1.23 0.89 -2.42  -0.010
C -2.60 2.24 -3.87  0.001
C 8.91 -2.20 0.45  0.000
C -1.96 1.98 -2.64  0.000
C 4.54 -0.85 2.00  0.000
C -2.32 -3.13 -1.48  0.000
C -1.81 3.27 1.86  0.000
C -0.95 -0.09 -3.46  -0.001
C 10.37 -2.59 0.51  0.000
C -0.91 3.48 0.64  -0.001
C -1.98 2.93 -1.47  0.000
C 4.04 -0.36 0.79  0.000
C 2.63 -0.23 0.57  0.000
C -3.66 4.67 -2.30  0.000
C 6.80 -0.62 1.19  0.000
C -3.94 4.35 -3.62  0.002
C -2.77 -0.51 3.76  0.001
C 6.31 -0.13 -0.01  0.000
C -1.63 1.93 2.60  -0.002
C -2.82 4.06 -1.39  0.001
C 1.43 -0.13 0.38  -0.008
C -2.74 -0.22 2.37  -0.006
C -3.44 3.26 -4.29  0.000
C -3.15 -3.06 4.01  0.004
C -2.96 -1.72 4.45  -0.004
C 5.91 -0.98 2.20  0.000
C -1.82 -1.35 -3.30  0.000
C -3.34 -2.31 -0.71  0.000
C -3.23 -1.28 1.41  0.001
C -3.51 -3.29 2.70  0.000
C -1.28 -2.30 -2.23  0.000
C 4.95 -0.01 -0.22  0.000
C -4.11 -2.16 2.12  0.032
H 10.71 -2.84 -0.49  0.000
H 0.13 3.32 0.95  0.000
H -2.86 3.35 1.57  0.000
H 0.10 -0.38 -3.36  0.000
H 4.57 0.35 -1.16  0.000
H -2.13 2.02 3.57  0.000
H -2.42 0.30 4.40  0.000
H -2.84 -1.03 -3.06  0.000
H -2.80 4.55 -0.42  0.000
H 6.29 -1.38 3.13  0.000
H 10.99 -1.81 0.94  0.000
H -1.04 0.32 -4.47  0.000
H -4.01 -2.98 -0.17  0.001
H -3.96 -1.75 -1.41  0.000
H -1.88 -1.89 -4.25  0.000
H -1.80 -3.81 -0.79  0.000
H -0.54 -2.97 -2.68  0.000
H -2.80 -1.62 5.52  0.000
H -3.24 -4.21 2.17  0.000
H 3.84 -1.14 2.77  0.000
H -4.62 5.00 -4.16  0.000
H 7.01 0.14 -0.80  0.000
H -1.60 4.07 2.57  0.000
H -3.77 3.15 -5.32  0.000
H -2.86 -3.76 -2.20  0.000
H 10.45 -3.49 1.13  0.000
H -0.97 4.53 0.33  0.000
H -0.69 -1.75 -1.48  0.000
H -4.17 5.55 -1.92  0.000
H -0.57 1.76 2.81  0.000
H -4.63 -1.61 2.89  0.000
H -2.42 1.49 -4.62  0.000
H -2.85 -3.86 4.68  0.000


# 3
C32H33O2Si | the ωB97M-V functional and the def2-TZVPD basis

Its total charge is +1. The HOMO energy is -10.71 eV. As for the largest force on an atom: 2.26 eV/A. Its LUMO energy is -0.19596 Ha. Its total energy is -1678.9220 a.u.

Each line ends with the natural charge from an NBO analysis.
Positions of all 68 atoms, in Å:
Si -3.24 -1.80 2.51  1.888
O 4.48 1.11 -4.15  -0.510
O -1.68 -1.26 2.20  -0.850
C 3.20 1.04 -3.57  0.419
C -0.17 0.08 0.92  -0.362
C -1.65 1.79 5.26  -0.223
C 5.32 -1.09 -3.53  -0.272
C 0.15 2.44 1.44  -0.447
C 7.22 0.22 -1.92  -0.189
C -0.83 3.33 3.59  -0.234
C 0.87 1.11 1.10  -0.427
C 0.71 0.79 -2.25  -0.117
C -2.92 0.38 -1.86  -0.169
C -0.61 2.26 2.72  0.125
C -1.53 0.73 4.36  -0.153
C 7.03 -1.16 -1.82  -0.217
C 6.46 0.96 -2.83  -0.254
C 2.85 1.98 -2.59  -0.273
C 1.08 -0.06 -3.33  -0.114
C -3.94 -2.24 0.85  -1.154
C -0.50 0.68 -1.50  0.080
C -1.46 -1.53 -2.24  -0.180
C -1.61 -0.16 -1.89  -0.079
C 1.63 1.85 -1.96  -0.114
C -2.56 -2.28 -2.64  -0.213
C -3.17 -3.29 3.63  -1.139
C -1.07 0.96 3.05  -0.212
C 6.10 -1.82 -2.64  -0.190
C 5.46 0.30 -3.55  0.285
C -4.02 -0.38 -2.23  -0.205
C 2.32 0.03 -3.95  -0.271
C -1.01 -0.09 2.02  0.525
C -1.33 3.10 4.87  -0.165
C -4.23 -0.49 3.40  -1.155
C -3.85 -1.71 -2.65  -0.146
H 7.61 -1.74 -1.09  0.227
H 5.97 -2.90 -2.58  0.225
H 2.62 -0.68 -4.71  0.248
H 0.37 -0.79 -3.69  0.232
H -5.02 -2.43 0.94  0.247
H -3.79 -1.45 0.10  0.238
H 0.87 3.26 1.53  0.230
H -3.05 1.43 -1.57  0.226
H -0.53 2.72 0.62  0.196
H -3.99 -0.48 4.47  0.245
H -4.70 -2.29 -2.99  0.237
H 1.35 2.62 -1.23  0.229
H -5.02 0.06 -2.22  0.238
H -2.87 -3.02 4.65  0.245
H -0.80 1.59 -0.98  0.227
H -3.46 -3.15 0.45  0.247
H 6.59 2.03 -2.96  0.234
H 1.50 1.20 0.22  0.216
H -2.43 -3.31 -2.96  0.236
H 1.52 0.84 1.96  0.224
H 3.55 2.77 -2.32  0.253
H -2.48 -4.06 3.27  0.249
H -1.80 -0.28 4.68  0.222
H 4.59 -1.56 -4.19  0.221
H -2.02 1.60 6.27  0.229
H -1.44 3.92 5.57  0.229
H 7.95 0.73 -1.30  0.228
H 0.00 -0.78 0.27  0.235
H -5.29 -0.74 3.28  0.251
H -4.06 0.52 3.00  0.246
H -0.47 -1.99 -2.19  0.225
H -4.18 -3.73 3.69  0.251
H -0.58 4.34 3.26  0.221


# 4
C32H34As2BF6N3O3RuS2 | the ωB97M-V functional and the def2-TZVPD basis

Its total charge is -2. The HOMO energy (alpha / beta) is -1.93 / -2.08 eV. Its spin multiplicity is 5. The expectation value of S² is 6.040. As for the largest force on an atom: 0.99 eV/A. Its LUMO energy (alpha / beta) is 0.14218 / 0.13631 Ha. Its total energy is -7616.8756 a.u.

Each line ends with the Löwdin spin population.
Positions of all 84 atoms, in Å:
Ru 0.08 0.08 -0.27  3.143
As -1.35 -0.74 2.84  0.003
As 3.55 2.31 0.98  0.002
S 1.68 -1.34 -1.68  0.124
S -0.54 -2.49 -0.16  0.163
F 4.67 1.71 -0.18  0.001
F 2.38 1.09 0.51  0.034
F 2.84 3.38 -0.21  0.001
F 4.17 1.27 2.21  0.001
F 2.41 2.96 2.15  0.001
F 4.68 3.57 1.43  0.000
O -0.79 -0.20 -3.59  0.000
O 0.04 -0.11 2.24  0.051
O 0.28 1.69 -2.82  0.015
N -0.04 2.42 0.48  0.061
N -0.15 -6.12 -0.95  0.005
N 2.95 -4.45 -3.44  0.004
C 1.09 -4.00 -1.72  0.008
C 1.07 2.19 -6.39  0.000
C 0.78 -2.73 -1.24  0.026
C -4.28 3.24 -0.84  0.010
C 0.39 -5.15 -1.29  0.006
C -3.71 2.24 -1.70  0.078
C 0.43 1.04 -6.83  0.001
C 0.45 1.59 -4.16  -0.001
C 1.09 2.46 -5.01  0.001
C -4.40 3.04 -5.34  0.000
C -5.41 5.16 0.92  0.028
C -1.79 0.24 4.47  0.001
C -0.20 0.45 -4.63  0.001
C 3.30 2.97 -7.19  0.000
C -5.45 3.96 -1.17  0.021
C -3.71 3.52 0.43  0.023
C -2.93 -0.60 1.73  0.004
C 2.13 -4.23 -2.66  0.004
C -2.64 1.46 -1.34  0.072
C -1.64 0.71 -1.33  0.053
C -5.99 4.89 -0.31  0.000
C 1.78 3.14 -7.35  0.000
C -0.21 0.15 -5.97  0.000
C -4.18 3.19 -3.98  0.008
C -4.10 2.08 -3.13  0.008
C -4.26 4.46 1.28  -0.001
C -1.22 -2.60 3.39  0.001
C 1.40 4.60 -7.03  0.000
C -4.55 1.77 -5.89  0.008
C 1.42 2.87 -8.81  0.000
C -4.47 0.66 -5.06  0.000
C -4.24 0.81 -3.70  0.008
B -0.53 0.58 -2.45  0.003
H 1.75 4.91 -6.05  0.000
H 0.24 2.35 1.45  0.002
H 0.73 2.82 -0.04  0.004
H -0.31 -2.72 3.98  0.000
H -4.42 3.92 -5.97  0.000
H -2.75 -1.16 0.82  0.001
H -0.71 -0.74 -6.34  0.000
H -3.06 0.45 1.46  0.001
H -1.93 1.28 4.19  0.000
H -4.03 4.18 -3.56  0.000
H -3.79 4.66 2.24  -0.001
H 1.59 3.32 -4.60  0.000
H 3.59 1.94 -7.42  0.000
H 3.84 3.64 -7.86  0.000
H -5.84 5.90 1.59  0.002
H -5.94 3.76 -2.12  0.001
H -2.10 -2.86 3.98  0.000
H -6.89 5.43 -0.60  -0.001
H 0.34 2.89 -8.95  0.000
H 1.80 1.91 -9.15  0.000
H -4.14 -0.06 -3.07  0.000
H -0.84 3.03 0.39  0.003
H -0.93 0.17 5.14  0.000
H -4.56 -0.33 -5.48  0.000
H 0.31 4.71 -7.05  0.000
H 1.86 3.65 -9.44  0.000
H 1.83 5.27 -7.78  0.000
H -2.82 2.98 0.72  0.003
H -2.68 -0.14 4.96  0.000
H -1.16 -3.21 2.50  0.001
H -4.70 1.66 -6.95  0.001
H 3.61 3.18 -6.16  0.000
H 0.41 0.80 -7.89  0.000
H -3.81 -0.97 2.26  0.000


# 5
C32H34AsFN4O7Pt | the ωB97M-V functional and the def2-TZVPD basis

The HOMO energy (alpha / beta) is -6.23 / -7.07 eV. Its spin multiplicity is 3. The expectation value of S² is 2.007. As for the largest force on an atom: 0.73 eV/A. Its LUMO energy (alpha / beta) is -0.05794 / -0.05794 Ha. Its total energy is -4440.3898 a.u.

Each line ends with the Löwdin spin population.
Positions of all 80 atoms, in Å:
Pt 0.15 -0.25 0.45  1.360
As -2.03 0.19 1.36  0.063
F 5.62 -3.96 0.79  0.000
O 0.03 -2.05 1.72  0.150
O -0.07 0.48 -1.63  0.110
O 2.20 -0.61 -0.22  0.036
O 6.11 -1.31 2.24  0.000
O 1.48 -3.36 2.81  0.011
O 0.28 0.49 -3.84  0.020
O 6.36 0.69 3.28  0.001
N 3.65 -1.70 -3.81  0.004
N 7.15 -4.26 -1.59  0.001
N 1.47 0.13 2.27  0.106
N 8.91 -5.84 -2.34  0.000
C 9.21 -4.46 -2.85  0.000
C 4.19 -0.11 2.80  0.003
C 4.10 -2.58 -0.28  0.002
C -3.27 1.45 0.50  0.020
C -4.65 1.44 1.08  0.004
C -1.90 0.92 3.15  0.011
C 5.72 -0.27 2.82  0.000
C -6.88 0.51 1.17  0.000
C 8.86 -5.81 -0.84  0.000
C -5.61 0.54 0.62  0.003
C 7.57 -5.07 -0.44  0.000
C -7.21 1.37 2.21  0.003
C 3.87 -3.18 -5.79  0.000
C 5.39 -3.02 -2.69  0.000
C 2.25 1.21 2.31  0.014
C 1.12 -2.28 2.38  0.008
C 3.61 -1.98 -1.44  0.002
C 4.23 -2.24 -2.67  0.002
C 3.35 -1.21 2.88  0.002
C 4.27 -1.87 -5.13  0.000
C 2.50 -1.00 -3.72  0.002
C 2.01 -1.06 2.58  0.009
C -6.27 2.27 2.67  0.000
C 0.58 0.17 -2.70  0.010
C 1.86 -0.66 -2.56  0.001
C -5.00 2.30 2.11  0.003
C 3.60 1.14 2.58  0.005
C 5.91 -3.55 -1.52  0.002
C 8.29 -3.49 -2.09  0.000
C 5.21 -3.37 -0.33  0.000
C -3.08 -1.39 1.68  0.011
C 2.49 -1.05 -1.34  0.010
H 6.79 -5.79 -0.20  0.000
H 4.35 -3.27 -6.77  0.000
H -5.36 -0.14 -0.19  0.000
H -7.62 -0.19 0.80  0.000
H -4.01 -1.15 2.20  0.002
H -1.39 1.88 3.10  0.000
H 3.96 -1.03 -5.74  0.000
H 9.76 -5.29 -0.51  0.000
H -3.26 1.21 -0.56  0.001
H 9.56 -6.53 -2.70  0.000
H 4.15 -4.04 -5.18  0.000
H 3.61 -2.40 0.67  0.000
H 3.74 -2.20 3.06  0.001
H 2.07 -0.65 -4.65  0.000
H 1.78 2.15 2.06  0.002
H -4.26 3.02 2.48  0.000
H 9.02 -4.46 -3.92  0.000
H 5.35 -1.80 -5.01  0.000
H -8.21 1.35 2.64  0.000
H 7.95 -2.71 -2.76  0.000
H -2.80 2.43 0.62  0.001
H 8.89 -6.83 -0.46  0.000
H -1.29 0.24 3.74  0.000
H 4.22 2.02 2.57  0.001
H -2.88 1.04 3.59  0.002
H 7.77 -4.48 0.46  0.000
H -6.52 2.96 3.47  0.000
H 5.88 -3.25 -3.63  0.000
H 10.26 -4.26 -2.67  0.000
H -3.31 -1.88 0.73  0.000
H 2.79 -3.22 -5.95  0.000
H 8.83 -3.01 -1.27  0.000
H 7.96 -6.06 -2.66  0.000
H -2.46 -2.06 2.27  0.000


# 6
C32H34ClOPPb | the ωB97M-V functional and the def2-TZVPD basis

Its total charge is +2. The HOMO energy (alpha / beta) is -14.55 / -14.55 eV. As for the largest force on an atom: 3.17 eV/A. Its LUMO energy (alpha / beta) is -0.34303 / -0.34419 Ha. Its total energy is -2308.6942 a.u.

Each line ends with the Löwdin charge.
Positions of all 70 atoms, in Å:
Pb -0.85 0.03 -0.53  1.540
Cl -5.22 -2.41 -0.17  0.506
P 2.35 0.78 0.50  1.009
O 0.96 0.01 0.51  -0.468
C -6.54 -4.78 -0.38  -0.117
C 2.78 2.64 2.62  -0.077
C 2.22 3.80 -2.49  -0.034
C 2.79 2.05 4.97  -0.038
C 3.93 2.89 -0.49  -0.094
C 4.46 -0.34 -1.04  -0.078
C -1.19 1.70 1.31  -0.149
C -0.24 0.05 -2.92  -0.146
C 2.39 0.35 3.30  -0.072
C 5.40 -2.55 -0.73  -0.039
C 2.53 0.72 4.64  -0.043
C -2.70 1.69 -0.41  -0.105
C 2.91 3.01 3.96  -0.045
C -6.83 -3.34 -0.01  -0.905
C 4.30 3.98 -1.28  -0.030
C 0.68 -1.61 -1.64  -0.147
C 3.58 -0.54 0.04  -0.261
C -1.22 -0.97 -2.77  -0.101
C -1.54 2.39 -0.83  -0.154
C -0.60 2.39 0.23  -0.161
C 2.53 1.30 2.27  -0.260
C -2.48 1.27 0.92  -0.114
C 3.45 4.43 -2.28  -0.030
C 3.62 -1.77 0.72  -0.078
C -0.64 -2.00 -1.98  -0.115
C 1.85 2.71 -1.69  -0.107
C -7.80 -2.69 -0.97  -0.118
C 0.93 -0.34 -2.22  -0.156
C 4.53 -2.76 0.34  -0.043
C -7.27 -3.20 1.43  -0.118
C 2.70 2.24 -0.66  -0.275
C 5.36 -1.34 -1.42  -0.044
H 1.37 -2.18 -1.06  0.123
H 1.85 0.21 -2.17  0.098
H -8.76 -3.21 -0.90  0.098
H 6.03 -1.17 -2.26  0.118
H 0.91 2.26 -1.89  0.051
H 1.56 4.14 -3.27  0.119
H 4.62 2.56 0.28  0.122
H -1.12 -2.92 -1.69  0.136
H 6.10 -3.32 -1.03  0.120
H 4.55 -3.71 0.87  0.117
H 3.11 4.04 4.22  0.117
H -7.42 -2.16 1.70  0.079
H 3.73 5.27 -2.90  0.123
H -7.46 -5.36 -0.30  0.098
H -5.80 -5.22 0.28  0.080
H 4.45 0.57 -1.61  0.096
H 2.18 -0.68 3.08  0.093
H -1.40 2.84 -1.80  0.128
H -8.21 -3.74 1.57  0.098
H -6.53 -3.63 2.11  0.080
H 5.26 4.47 -1.13  0.123
H -3.18 0.73 1.53  0.135
H -7.45 -2.75 -1.99  0.079
H -3.59 1.53 -0.98  0.143
H -6.17 -4.86 -1.40  0.079
H 2.42 -0.02 5.42  0.118
H 2.87 3.40 1.86  0.095
H 2.95 -1.98 1.53  0.095
H -7.96 -1.64 -0.72  0.079
H 0.37 2.86 0.22  0.103
H 2.89 2.34 6.01  0.120
H -2.20 -0.98 -3.20  0.144
H -0.73 1.55 2.27  0.129
H -0.37 0.96 -3.48  0.129